{"formula": "C20H23MgPSe2", "method": "ωB97M-V/def2-TZVPD", "charge": 0, "total_energy_ha": -6120.00732, "e_above_lowest_kj_mol": 0.00, "gap_ev": [4.9, 4.2], "homo_ev": [-5.05, -4.43], "species": ["C", "C", "C", "H", "C", "H", "H", "H", "C", "H", "H", "C", "H", "H", "C", "H", "H", "C", "H", "H", "Mg", "H", "Se", "P", "Se", "C", "C", "C", "C", "C", "C", "C", "C", "C", "C", "C", "C", "H", "H", "H", "H", "H", "H", "H", "H", "H", "H"], "positions_angstrom": [[1.447334, 1.713394, 0.353926], [2.332720, 2.548535, -2.470504], [2.599260, 0.972049, -0.093169], [1.058003, 1.573098, 1.354873], [3.521214, 1.846251, -2.642364], [1.614986, 2.633779, -3.301403], [2.644853, -0.076264, 0.216291], [3.845019, 1.535341, -3.647088], [3.951780, 1.664750, -0.141125], [4.639172, 1.090062, 0.502997], [3.911976, 2.659364, 0.329234], [1.302502, 3.159570, -0.115357], [1.605506, 3.823039, 0.719780], [0.235849, 3.396407, -0.280284], [2.094417, 3.577735, -1.385061], [3.037384, 4.047871, -1.066034], [1.490012, 4.371562, -1.860593], [4.577250, 1.783802, -1.558361], [5.276045, 2.637399, -1.579003], [5.218517, 0.903594, -1.740706], [2.011422, 0.553198, -2.044858], [0.252950, 0.697526, 2.644962], [0.404391, -0.783990, 2.374106], [-1.043307, -0.703656, 0.623085], [-0.371500, 0.775729, -0.866140], [-1.143082, -2.340258, -0.162446], [-2.375317, -3.008363, -0.290144], [-2.408562, -4.289536, -0.849803], [-1.231484, -4.871039, -1.339011], [-0.016502, -4.178988, -1.256955], [0.035986, -2.917629, -0.661572], [-2.622266, -0.536759, 1.502268], [-3.574224, 0.393794, 1.059741], [-4.808260, 0.478367, 1.715286], [-5.069428, -0.319103, 2.837488], [-4.106704, -1.230681, 3.292506], [-2.898428, -1.368106, 2.606382], [-3.296197, -2.541454, 0.067866], [-3.355112, -4.829285, -0.891049], [-1.264908, -5.869028, -1.779851], [0.896311, -4.631090, -1.647655], [0.979187, -2.373299, -0.567949], [-3.339868, 1.037898, 0.206802], [-5.566240, 1.172455, 1.348354], [-6.025715, -0.234001, 3.360894], [-4.302249, -1.838446, 4.179538], [-2.164692, -2.105596, 2.942107]], "forces_ev_per_a": [[1.2, 0.7, -0.5], [-0.6, 2.1, -0.4], [-0.1, -0.4, 1.2], [-0.4, -0.1, -0.3], [1.7, 0.2, -1.3], [0.5, -0.1, 0.0], [0.0, 0.3, 0.8], [-0.2, 0.3, 0.4], [0.4, 0.0, 0.2], [-0.1, 0.2, -0.2], [-0.1, -0.3, -0.2], [0.0, 0.2, 0.3], [-0.1, -0.2, -0.3], [0.4, -0.2, 0.1], [-0.3, 0.4, 0.1], [-0.2, -0.2, -0.3], [0.4, -0.1, 0.2], [0.2, -0.4, 0.0], [-0.3, 0.0, -0.1], [-0.2, 0.2, 0.0], [-1.0, -2.0, 0.2], [-0.1, -1.1, -0.2], [1.0, 0.0, 1.5], [-0.3, 0.3, -0.8], [-1.8, -0.4, -0.1], [0.1, -0.1, 0.0], [0.3, -0.2, 0.1], [0.3, 0.3, 0.0], [0.0, 0.2, 0.2], [-0.1, 0.0, 0.0], [-0.3, -0.2, 0.1], [-0.7, 0.4, -0.5], [-0.1, -0.2, 0.3], [0.1, -0.1, 0.1], [0.2, 0.0, -0.1], [0.0, 0.2, -0.3], [-0.1, 0.2, 0.0], [0.3, -0.2, -0.1], [0.3, 0.1, -0.1], [0.0, 0.3, 0.1], [-0.3, 0.1, 0.1], [-0.2, -0.2, 0.0], [-0.1, -0.2, 0.3], [0.2, -0.2, 0.2], [0.3, 0.0, -0.2], [0.1, 0.2, -0.3], [-0.2, 0.3, -0.1]], "lowdin_charge": [-0.44, -0.29, -0.39, -0.01, -0.29, 0.10, 0.05, 0.09, -0.21, 0.11, 0.10, -0.25, 0.12, 0.08, -0.19, 0.11, 0.11, -0.21, 0.11, 0.10, 0.56, -0.14, 0.53, 0.37, 0.57, -0.40, -0.08, -0.07, -0.08, -0.08, -0.11, -0.44, -0.09, -0.08, -0.08, -0.08, -0.13, 0.11, 0.11, 0.10, 0.11, 0.09, 0.09, 0.10, 0.10, 0.11, 0.09]}